Formula: C6H12O
Source: the Open Molecules 2025 dataset
Level of theory: the ωB97M-V functional and the def2-TZVPD basis

The geometry in XYZ format:
```
19
Properties=species:S:1:pos:R:3:forces:R:3:lowdin_charge:R:1
C -1.62898 0.86893 -1.42539 -1.773 -0.918 -1.554 0.033
C -1.39495 0.19442 -0.26006 -1.866 1.905 -4.168 -0.433
C -2.43708 0.32203 0.72647 -1.665 1.100 1.376 -0.094
C -0.29045 -0.72997 -0.10887 0.332 -2.578 0.179 -0.222
C 0.59001 -0.42185 1.07224 3.472 -0.314 0.434 -0.136
C 2.05466 0.21814 0.48501 -1.981 -0.819 -0.458 -0.167
O 2.74563 -0.50494 -0.60519 -0.463 -0.471 1.471 -0.114
H -1.12603 0.70884 -2.40071 0.696 0.040 1.082 0.056
H -2.67895 1.28219 -1.77037 2.034 -0.313 1.711 0.095
H -3.01978 -0.60217 0.83546 0.201 0.216 0.348 0.100
H -1.97170 0.65566 1.62328 0.281 -0.517 1.530 0.059
H -3.11808 1.19931 0.59286 0.307 -0.952 -0.647 0.098
H -0.64001 -1.84499 -0.07968 0.277 1.940 -0.007 0.164
H 0.29288 -0.63722 -1.00918 0.386 -0.299 -0.339 0.094
H 0.17860 0.34379 1.71796 -0.009 0.713 -0.236 0.081
H 0.75207 -1.22490 1.87888 0.068 0.550 -1.753 0.124
H 2.62358 0.43284 1.37409 0.777 -0.054 0.013 0.088
H 1.77716 1.11137 -0.05172 -0.401 0.783 0.555 0.095
H 3.60604 -0.09541 -0.80580 -0.673 -0.010 0.463 0.082
```
Positions in Å, forces in eV/Å.

As for the HOMO energy: -0.3321 Ha. The strongest force on any atom is 4.95 eV Å⁻¹. For the energy, the calculation gives -310.953987 Ha. The spin multiplicity is 1. As for the relative energy (zero: lowest compared OMol25 entry of this formula, charge and spin): 276.43 kJ/mol. The SMILES is C=C(C)CCCO.